79
Properties=species:S:1:pos:R:3:forces:R:3:lowdin_charge:R:1 method="wB97M-V/def2-TZVPD" lumo_ev="-8.266 / -9.388" spin_multiplicity=1 charge=+2 max_force_ev_per_a=2.0 energy_ha=-7322.09090 gap_ev="5.2 / 2.7"
C -4.263344 -5.537071 2.730669 -0.05 -0.01 0.16 0.00
C -4.296044 -4.715423 1.571464 -0.97 -0.43 0.01 -0.21
C -5.432667 -4.868884 0.746437 -0.30 -0.09 -0.11 -0.02
C -6.472302 -5.756918 1.096543 1.12 0.12 0.73 -0.11
N -6.408346 -6.497117 2.215590 0.08 0.09 0.08 0.07
C -5.338800 -6.407273 3.027436 0.14 0.73 -1.07 -0.10
C -3.238755 -3.766252 1.214736 0.07 -0.72 0.44 0.10
C -2.238641 -3.106584 1.003393 -1.55 -1.19 0.42 -0.08
C -0.938411 -2.581306 0.844209 0.20 -0.23 -0.72 -0.45
C -0.424931 -1.700559 1.819369 -0.13 0.27 -0.61 -0.10
C 0.752082 -1.025031 1.557289 0.30 0.62 0.29 -0.13
C 1.454368 -1.252142 0.358753 -0.21 -0.76 0.07 -0.65
C 1.125667 -2.365248 -0.431879 -0.72 -0.05 -0.28 -0.08
C -0.126108 -2.989628 -0.239982 0.60 0.15 -0.52 -0.01
Sn -2.052755 -0.290970 -0.134448 0.98 -0.41 0.34 1.47
P 0.563232 2.545379 0.617208 -0.48 1.41 0.76 0.94
H -5.534286 -4.313511 -0.185142 0.12 0.00 0.26 0.11
H -3.420353 -5.537051 3.420976 -0.12 0.22 -0.25 0.11
H -7.367462 -5.872060 0.467007 0.54 0.06 0.35 0.12
H -5.330605 -7.041731 3.937318 0.01 0.52 -0.77 0.13
H -0.435310 -3.791319 -0.951190 0.06 0.76 0.84 0.15
H -0.946692 -1.563963 2.761557 -0.04 0.02 -0.12 0.14
H 1.791104 -2.709428 -1.253264 -0.59 0.48 0.66 0.13
H 1.085079 -0.354841 2.351367 0.15 0.01 -0.83 0.09
C 1.626940 4.041645 0.196371 0.69 -0.13 -0.79 -0.40
C 0.954248 5.418406 0.038926 -0.19 0.03 0.06 -0.15
H 2.114852 3.770545 -0.765766 -0.03 0.31 0.58 0.06
H 2.429261 4.122603 0.960882 -0.43 -0.33 -0.44 0.09
H 1.703890 6.214974 -0.143279 -0.31 -0.58 0.07 0.09
H 0.261756 5.407533 -0.820772 0.20 0.15 0.40 0.07
H 0.400798 5.699093 0.954341 0.21 -0.05 -0.51 0.06
C -1.159165 3.258176 0.414994 -0.26 -0.02 -0.08 -0.43
C -2.201069 2.543345 1.305288 -0.05 0.14 -0.27 -0.23
H -1.400316 3.072750 -0.650234 0.05 0.36 0.39 0.05
H -1.217611 4.359743 0.603563 0.07 -1.02 -0.23 0.08
H -3.171033 2.435901 0.801611 0.04 0.21 0.12 0.06
H -1.897271 1.526069 1.632754 0.22 0.10 0.10 -0.03
H -2.364149 3.105480 2.229748 -0.07 -0.29 -0.07 0.09
C 0.796708 2.623788 2.462108 0.00 -0.58 0.00 -0.43
C 0.428476 3.890354 3.217612 0.00 0.36 0.15 -0.12
H 1.854248 2.400509 2.634852 0.01 -0.08 -0.14 0.07
H 0.261481 1.769262 2.879179 -0.14 -0.08 0.14 0.05
H 0.489323 3.737959 4.301637 0.02 -0.11 -0.21 0.09
H 1.103042 4.717646 2.993452 0.00 -0.06 -0.10 0.07
H -0.583061 4.231728 3.006713 -0.08 0.01 -0.04 0.06
Br 2.789897 -0.155636 -0.309145 -0.29 0.71 -0.90 0.95
P 0.194502 0.628949 -4.234233 0.91 0.23 -0.78 1.07
C -0.268001 2.160420 -3.381622 -0.32 0.40 0.08 -0.42
C -0.529759 3.305162 -4.383884 -0.28 0.39 -0.29 -0.14
H 0.521096 2.419986 -2.671411 -0.01 -0.01 0.08 0.06
H -1.167403 1.956079 -2.802889 -0.27 0.11 0.08 0.05
H -1.069225 4.142639 -3.913240 0.25 -0.32 -0.01 0.08
H 0.378576 3.733300 -4.837822 -0.15 -0.38 0.33 0.08
H -1.153814 2.964159 -5.222908 0.14 0.02 0.31 0.07
C 1.984636 0.397426 -3.905503 -0.03 0.04 -0.34 -0.42
C 2.685224 -0.073353 -5.175222 0.48 -0.32 -0.32 -0.16
H 2.076680 -0.296118 -3.071746 0.20 -0.15 0.02 0.02
H 2.437174 1.340011 -3.595431 -0.28 0.13 0.12 0.08
H 3.774460 -0.127111 -5.059548 -0.22 0.06 0.17 0.08
H 2.364546 -1.076950 -5.459775 -0.09 0.05 -0.10 0.07
H 2.491613 0.603463 -6.017194 -0.04 -0.18 0.24 0.08
C -0.688055 -0.866826 -3.678873 -0.21 -0.35 -0.35 -0.42
C -2.009426 -1.017113 -4.471063 -0.59 -0.11 0.37 -0.16
H -0.789393 -0.850827 -2.561263 -0.19 -0.35 -0.78 -0.01
H -0.046657 -1.720114 -3.969174 -0.02 0.39 0.44 0.09
H -2.524599 -1.944735 -4.203720 0.05 0.11 0.19 0.07
H -2.687103 -0.188983 -4.260625 -0.10 0.03 0.10 0.06
H -1.950283 -1.054094 -5.570847 0.71 0.15 0.45 0.09
Br 6.753242 -2.751518 1.863618 -0.48 0.35 0.49 0.76
C 5.374370 -1.695306 2.677112 -0.03 -0.35 -0.32 -0.63
C 5.456150 -1.232791 3.998455 0.16 -0.26 -0.60 -0.08
C 4.412559 -0.471034 4.487664 -0.72 0.44 -0.12 -0.04
C 3.348894 -0.123741 3.635700 1.08 -0.57 0.60 -0.14
N 3.337683 -0.541884 2.387371 -0.50 -0.75 -0.28 -0.06
C 4.257498 -1.391538 1.903353 0.64 0.66 1.39 -0.26
H 6.325457 -1.496223 4.590906 -0.16 0.10 0.06 0.12
H 4.362670 -0.104419 5.500553 0.34 -0.11 0.19 0.11
H 2.491937 0.456954 4.023660 0.55 -0.16 -0.39 0.11
H 4.127784 -1.776813 0.889347 0.31 0.06 0.57 0.04

90
Properties=species:S:1:pos:R:3:forces:R:3:lowdin_charge:R:1 method="wB97M-V/def2-TZVPD" lumo_ev=3.594 spin_multiplicity=1 charge=-2 max_force_ev_per_a=1.2 energy_ha=-7603.35952 gap_ev=5.8
K -0.205195 -2.969894 0.090113 -0.03 -0.12 0.96 0.53
O 1.041955 -3.608035 -3.693394 0.12 -0.01 -0.11 -0.34
Cl -0.115614 -3.852014 -2.882972 -0.07 0.17 -0.04 0.64
O -1.150877 -4.476599 -3.645176 -0.08 -0.05 -0.11 -0.33
O 0.236732 -4.673023 -1.743705 0.12 -0.33 -0.23 -0.44
O -0.598459 -2.575848 -2.351472 -0.03 0.06 -0.51 -0.48
C -1.352167 0.493610 2.059055 0.27 -0.48 0.05 -0.21
Si -2.128132 1.903688 1.044031 0.06 -0.09 -0.14 0.74
C -3.150196 1.097950 -0.310289 -0.17 0.16 0.19 -0.27
N -2.470443 0.022699 -1.009174 0.09 0.07 -0.08 -0.17
C -1.492254 0.520834 -1.992001 0.01 0.09 -0.02 -0.19
C -1.927520 0.301582 -3.441432 0.07 -0.01 -0.03 -0.18
C -3.410670 0.619836 -3.599135 -0.04 0.04 -0.02 -0.19
C -4.260304 -0.313483 -2.714812 -0.12 -0.01 -0.03 -0.17
C -3.410777 -0.931802 -1.599567 0.11 -0.14 0.04 -0.20
C -0.830344 3.133081 0.435701 -0.08 0.09 0.05 -0.22
C 0.351556 2.772468 -0.221025 0.08 -0.05 0.03 -0.10
C 1.234321 3.729864 -0.694978 0.00 0.04 0.00 -0.08
C 0.955581 5.080580 -0.530957 -0.02 -0.01 0.00 -0.10
C -0.210217 5.463875 0.112809 0.07 -0.02 -0.02 -0.10
C -1.086471 4.497538 0.590404 -0.02 0.08 0.01 -0.10
C -3.276994 2.833881 2.206849 0.02 -0.03 -0.03 -0.25
C -4.652689 2.901354 1.991788 -0.02 -0.01 0.02 -0.08
C -5.488583 3.560225 2.884531 0.00 -0.01 -0.01 -0.09
C -4.959740 4.165845 4.013033 -0.02 0.01 0.01 -0.10
C -3.591749 4.113124 4.245173 -0.01 0.01 0.00 -0.09
C -2.765535 3.454033 3.348968 0.02 0.02 0.06 -0.11
H -1.919580 -0.415454 1.838377 -0.12 0.05 0.00 0.02
H -1.422601 0.760997 3.115074 0.00 0.02 -0.01 0.09
H -3.586652 1.861698 -0.981215 -0.01 0.00 0.02 0.09
H -3.980447 0.659903 0.256072 0.00 -0.04 -0.07 0.03
H -0.511395 0.061540 -1.824561 -0.03 -0.06 -0.02 0.09
H -1.370473 1.598701 -1.831305 -0.01 -0.09 -0.04 0.10
H -1.732762 -0.730613 -3.730779 0.00 -0.09 -0.01 0.10
H -1.313251 0.927965 -4.094411 -0.02 0.02 0.01 0.11
H -3.711862 0.540753 -4.646661 0.01 -0.02 0.01 0.10
H -3.582233 1.664111 -3.312913 0.03 -0.01 0.02 0.10
H -4.698317 -1.119895 -3.308298 0.05 -0.02 -0.01 0.11
H -5.105712 0.235769 -2.290385 0.03 0.02 0.02 0.10
H -2.827807 -1.768337 -1.990396 -0.04 0.05 0.00 0.11
H -4.036362 -1.337521 -0.802536 -0.01 0.04 -0.06 0.06
H 0.605603 1.730902 -0.374206 -0.04 -0.02 0.05 0.08
H 2.143174 3.417987 -1.193471 0.02 -0.02 -0.02 0.10
H 1.646118 5.826916 -0.903750 0.01 0.01 0.00 0.10
H -0.436623 6.513986 0.250502 -0.01 0.01 0.00 0.09
H -1.985686 4.820648 1.103206 0.01 -0.01 -0.04 0.09
H -5.090152 2.419366 1.127317 -0.01 -0.03 -0.03 0.10
H -6.555650 3.582520 2.702478 -0.01 0.02 0.01 0.10
H -5.611801 4.669903 4.715865 0.00 0.01 0.00 0.09
H -3.171445 4.579485 5.127598 0.01 0.00 0.01 0.10
H -1.699129 3.424070 3.546914 0.03 -0.02 -0.01 0.11
C 6.028873 0.878455 0.650776 0.06 0.01 0.00 -0.12
C 4.940723 -0.002409 1.249487 -0.08 -0.02 0.12 -0.30
C 3.679092 -0.069631 0.397030 -0.03 0.05 0.05 -0.37
S 3.817013 -1.352721 -0.860731 0.24 -0.22 0.27 0.91
O 5.055777 -1.082858 -1.663036 -0.02 0.14 -0.13 -0.54
C 2.413792 -0.825896 -1.848900 -0.38 0.08 -0.29 -0.35
C 2.688768 0.406177 -2.719145 -0.06 0.01 0.07 -0.29
C 2.606724 0.078692 -4.203059 0.02 0.00 -0.06 -0.10
H 6.902207 0.919471 1.305060 0.03 0.00 0.00 0.06
H 5.667426 1.901266 0.516830 -0.03 0.03 0.01 0.07
H 6.334998 0.500963 -0.323785 0.00 -0.02 -0.01 0.05
H 4.654393 0.358210 2.240549 0.02 0.06 -0.02 0.11
H 5.313797 -1.016481 1.415843 0.01 -0.01 -0.04 0.09
H 3.457443 0.893091 -0.078587 0.05 -0.05 0.01 0.09
H 2.826283 -0.390765 0.999164 -0.01 0.02 -0.02 0.03
H 1.577651 -0.642663 -1.169856 0.13 -0.16 0.14 0.05
H 2.144820 -1.693108 -2.455697 0.01 0.04 -0.06 0.07
H 3.677948 0.808443 -2.485793 0.03 -0.03 -0.02 0.09
H 1.957288 1.180893 -2.473409 0.00 0.05 -0.02 0.08
H 3.343775 -0.681851 -4.461761 0.03 -0.01 0.00 0.08
H 2.792907 0.961392 -4.818899 0.00 0.02 -0.01 0.06
H 1.623186 -0.318368 -4.459300 -0.03 -0.01 0.00 0.07
Se 2.121446 -2.858323 2.530312 -0.06 0.07 -0.03 0.48
C 3.138869 -4.443385 2.617963 0.07 -0.05 0.03 -0.74
C 4.510871 -4.470311 2.333386 0.00 0.05 -0.04 -0.14
C 5.223003 -5.651100 2.424303 0.02 0.06 0.00 -0.20
N 4.702497 -6.827896 2.779312 0.03 -0.04 0.00 0.01
C 3.395862 -6.805241 3.052064 -0.06 -0.01 0.03 -0.20
C 2.596086 -5.679478 2.992653 -0.06 0.01 0.00 -0.14
H 5.016563 -3.561192 2.033046 -0.02 0.01 -0.01 0.07
H 6.285109 -5.644131 2.194074 0.02 -0.05 0.00 0.09
H 2.950212 -7.753288 3.341448 0.03 -0.03 0.00 0.09
H 1.544904 -5.754715 3.239798 -0.01 0.02 -0.02 0.09
O 0.292332 -0.570713 0.942347 -0.35 0.93 0.73 -0.20
N 0.052916 0.285535 1.774160 0.34 -0.25 -0.62 -0.04
Cl -4.705187 -4.030834 0.391702 0.06 0.11 0.12 -0.05
Si -3.373435 -3.007928 1.804705 -0.13 -0.11 -0.07 -0.40
Cl -4.601507 -1.176083 2.095993 -0.07 -0.04 0.07 0.00
Cl -3.985564 -4.051950 3.609083 0.00 0.06 -0.06 -0.05

81
Properties=species:S:1:pos:R:3:forces:R:3:lowdin_spin:R:1 method="wB97M-V/def2-TZVPD" lumo_ev="-5.866 / -6.056" s_squared=6.02 spin_multiplicity=5 charge=+2 max_force_ev_per_a=0.9 energy_ha=-4774.99926 gap_ev="8.4 / 8.2"
Cr 0.221429 1.347823 0.738058 -0.29 -0.58 0.09 3.79
C 2.433985 1.228780 0.052802 0.81 0.31 -0.25 0.01
C 2.440535 2.401558 0.817888 0.84 0.05 -0.11 0.00
C 2.333642 3.644182 0.188246 -0.06 0.08 0.06 0.02
C 2.135916 3.721060 -1.176086 -0.04 -0.05 -0.10 0.01
C 2.079163 2.553608 -1.940683 -0.02 0.08 0.02 0.02
C 2.262640 1.320310 -1.337593 0.05 -0.05 0.03 0.01
H 2.806012 0.307688 0.482451 -0.29 -0.13 0.12 0.00
H 2.764719 2.361404 1.851313 -0.23 -0.06 0.12 0.00
H 2.428882 4.549134 0.774122 -0.03 0.00 0.00 0.00
H 2.063603 4.685087 -1.662863 -0.01 -0.01 0.02 0.00
H 1.958370 2.619023 -3.015066 0.02 -0.01 0.03 0.00
H 2.374641 0.430905 -1.944953 -0.11 0.09 0.05 0.00
C 1.699331 -4.931369 3.100033 -0.01 0.02 -0.02 0.00
O 0.661404 -4.315393 3.871499 0.08 -0.09 -0.03 0.00
C 0.105060 -3.196660 3.437867 -0.06 0.04 0.09 0.00
C -0.954804 -2.691631 4.215643 0.02 -0.06 0.03 0.00
C -1.607028 -1.572436 3.798798 -0.04 0.04 0.02 0.00
C -1.250551 -0.890012 2.609887 0.01 -0.01 -0.04 0.01
C -2.051587 0.204442 2.136371 0.12 0.13 -0.06 0.01
C -3.421358 0.457233 2.670774 -0.10 -0.06 -0.01 0.00
O -1.626444 1.007672 1.265810 -0.50 -0.12 0.13 0.01
C -0.150438 -1.378627 1.870405 -0.18 -0.07 0.41 0.01
O 0.251549 -0.761919 0.720930 -0.08 0.17 -0.39 0.03
C 0.514100 -2.518172 2.291460 0.35 0.15 -0.08 0.00
H 1.858677 -5.907023 3.542772 0.00 -0.02 0.05 0.00
H 2.620063 -4.349931 3.159014 -0.01 0.04 0.00 0.00
H 1.391653 -5.050301 2.058594 -0.03 -0.02 0.04 0.00
H -1.229385 -3.211623 5.123255 0.01 0.02 -0.02 0.00
H -2.406418 -1.178458 4.413795 -0.04 -0.06 -0.09 0.00
H -3.987812 -0.462722 2.802903 0.02 0.01 0.02 0.00
H -3.953879 1.128425 2.001846 0.04 0.02 0.01 0.00
H -3.333839 0.942223 3.648790 -0.01 -0.03 -0.03 0.00
H 1.385448 -2.850954 1.742470 -0.08 -0.02 -0.02 0.00
C 2.758953 -2.380933 -4.841317 -0.01 0.09 0.00 0.00
C 2.129539 -1.411454 -3.845944 -0.05 -0.10 -0.06 0.00
C 0.640426 -1.688406 -3.634255 -0.01 0.12 -0.01 0.00
C 0.030672 -0.971594 -2.413059 0.02 0.08 0.03 0.00
Ge 0.704221 -1.870345 -0.832899 0.06 0.09 0.30 0.00
C -0.201139 -3.584376 -0.669980 0.02 0.03 -0.12 0.00
C 0.598923 -4.786361 -1.219103 0.04 0.02 0.06 0.00
C 2.118495 -4.681809 -1.095380 -0.04 -0.08 -0.06 0.00
C 2.809690 -6.008818 -1.381789 0.01 0.03 0.00 0.00
H 3.810029 -2.146822 -5.006674 -0.01 -0.03 -0.01 0.00
H 2.250450 -2.332881 -5.805814 0.01 -0.02 0.03 0.00
H 2.694167 -3.408617 -4.476305 0.00 0.02 -0.03 0.00
H 2.257553 -0.384611 -4.203552 0.01 0.01 0.06 0.00
H 2.666132 -1.485801 -2.892076 0.04 -0.02 -0.03 0.00
H 0.486029 -2.770830 -3.546009 -0.03 0.02 -0.01 0.00
H 0.088499 -1.373010 -4.521717 0.00 -0.11 -0.04 0.00
H -1.050771 -1.117773 -2.392325 -0.04 0.03 -0.01 0.00
H 0.219294 0.102547 -2.442844 -0.01 -0.07 -0.03 0.00
H 2.194640 -1.788474 -0.509659 0.10 -0.09 -0.21 0.00
H -1.123527 -3.455146 -1.238601 -0.07 -0.04 0.03 0.00
H -0.495125 -3.741007 0.365265 0.05 -0.04 0.02 0.00
H 0.350368 -4.932787 -2.272221 -0.02 -0.04 0.02 0.00
H 0.262417 -5.685359 -0.697937 -0.04 -0.01 -0.04 0.00
H 2.397724 -4.330030 -0.093894 -0.01 0.00 -0.02 0.00
H 2.486725 -3.929500 -1.807030 0.02 0.03 0.09 0.00
H 2.488886 -6.775012 -0.673316 0.00 0.01 -0.02 0.00
H 3.892659 -5.914015 -1.306575 -0.02 -0.02 -0.02 0.00
H 2.569903 -6.362886 -2.386069 0.01 -0.01 0.03 0.00
O -6.295365 6.040288 -0.690152 0.06 0.00 0.00 0.00
C -5.063117 6.666966 -0.912095 -0.03 -0.09 0.04 0.00
N -4.037666 6.179289 0.007060 -0.02 0.08 -0.06 0.00
C -3.029369 5.378091 -0.385916 -0.04 -0.02 -0.05 0.00
O -2.834077 5.018127 -1.532957 -0.04 0.01 0.07 0.00
C -2.081657 4.897678 0.692371 -0.01 0.12 0.01 0.00
C -1.937537 5.431482 1.963547 -0.01 0.03 0.01 0.01
C -0.998484 4.880566 2.826572 -0.06 0.10 0.05 0.00
C -0.251560 3.805384 2.401662 0.13 -0.06 -0.11 0.01
N -0.380486 3.282465 1.169561 -0.38 0.33 0.04 -0.01
C -1.271299 3.836036 0.338029 0.24 -0.13 -0.03 0.01
H -6.335158 5.209367 -1.175028 0.02 0.02 -0.03 0.00
H -5.209908 7.725903 -0.724188 -0.04 0.06 0.02 0.00
H -4.683272 6.519541 -1.919028 0.02 0.00 -0.05 0.00
H -4.214810 6.336041 0.985050 0.05 -0.03 0.02 0.00
H -2.523466 6.283230 2.287382 0.02 -0.02 0.00 0.00
H -0.847888 5.285070 3.817730 0.00 -0.02 -0.01 0.00
H 0.490287 3.354192 3.050437 -0.03 -0.03 0.00 0.00
H -1.348278 3.443072 -0.669515 -0.07 -0.06 0.03 0.00